82
Properties=species:S:1:pos:R:3 method="wB97M-V/def2-TZVPD" e_lumo_ev=2.51 total_charge=-1 de_lowest_kcal_mol=5.0 orbital_gap_ev=6.68
Sc 0.384 -0.351 -0.263
C -2.083 -1.829 2.904
C -1.640 -3.179 2.333
C -0.668 -3.139 1.137
N 0.322 -2.073 1.220
C 1.180 -2.118 2.212
C 1.386 -3.269 3.023
C 2.042 -3.458 4.228
C 2.674 -2.555 5.068
C 2.861 -1.207 4.771
C 2.604 -0.513 3.610
C 2.066 -0.925 2.342
N 2.200 -0.235 1.250
C 3.246 0.770 1.178
C 2.756 2.208 1.301
C 1.723 2.531 0.227
N 0.485 1.820 0.449
C -0.495 2.386 1.082
C -0.363 3.640 1.761
C -1.298 4.509 2.277
C -2.687 4.425 2.325
C -3.419 3.321 1.924
C -3.019 2.084 1.442
C -1.743 1.556 1.109
N -1.547 0.318 0.722
C -2.681 -0.602 0.709
C -3.128 -1.068 2.094
H -1.209 -1.191 3.061
H -2.501 -2.007 3.899
H -2.522 -3.751 2.022
H -1.181 -3.743 3.146
H -1.203 -2.982 0.217
H -0.196 -4.123 1.031
H 0.927 -4.163 2.623
H 2.018 -4.484 4.586
H 3.031 -2.917 6.025
H 3.293 -0.606 5.567
H 2.859 0.539 3.644
H 3.716 0.662 0.193
H 4.021 0.572 1.922
H 3.616 2.877 1.192
H 2.322 2.387 2.290
H 2.122 2.203 -0.739
H 1.563 3.607 0.135
H 0.659 3.975 1.874
H -0.870 5.409 2.711
H -3.230 5.269 2.734
H -4.495 3.418 2.037
H -3.837 1.402 1.272
H -2.400 -1.457 0.107
H -3.534 -0.159 0.184
H -4.012 -1.703 1.955
H -3.455 -0.205 2.681
O 2.113 -0.766 -1.433
N 2.398 -0.105 -2.479
N 1.489 0.732 -2.771
O 0.399 0.850 -2.069
C 1.664 1.578 -3.924
C 2.877 1.635 -4.596
C 2.986 2.462 -5.702
C 1.904 3.225 -6.127
C 0.703 3.153 -5.437
C 0.574 2.327 -4.328
H 3.710 1.037 -4.256
H 3.928 2.510 -6.235
H 2.000 3.873 -6.990
H -0.148 3.739 -5.762
H -0.350 2.246 -3.773
F -0.208 -0.828 -4.360
C -0.400 -2.056 -3.854
F 0.780 -2.517 -3.463
F -0.818 -2.828 -4.870
C -1.411 -2.013 -2.648
O -0.815 -1.634 -1.518
C -2.006 -3.459 -2.490
F -2.711 -3.576 -1.360
F -1.016 -4.359 -2.435
F -2.826 -3.818 -3.487
C -2.587 -1.046 -3.029
F -2.971 -1.168 -4.310
F -3.671 -1.294 -2.274
F -2.250 0.221 -2.823



75
Properties=species:S:1:pos:R:3 method="wB97M-V/def2-TZVPD" e_lumo_ev="-3.67 / -3.71" total_charge=+1 spin_multiplicity=5 de_lowest_kcal_mol=2.9 s2=6.2659 orbital_gap_ev="6.08 / 6.08"
Pm -0.074 0.393 0.724
S 0.119 -2.274 1.009
C -1.189 -2.668 -0.086
N -1.463 -3.961 -0.256
N -2.502 -4.286 -0.930
C -2.828 -5.612 -1.246
C -1.979 -6.667 -0.920
C -2.350 -7.958 -1.251
C -3.551 -8.201 -1.904
C -4.393 -7.145 -2.222
C -4.037 -5.850 -1.895
N -1.916 -1.813 -0.818
N -1.749 -0.543 -0.706
C -2.420 0.222 -1.678
C -2.443 1.609 -1.496
C -3.035 2.431 -2.436
C -3.610 1.878 -3.571
C -3.615 0.499 -3.746
C -3.028 -0.331 -2.809
H -3.089 -3.548 -1.313
H -1.050 -6.457 -0.409
H -1.697 -8.784 -1.003
H -3.827 -9.213 -2.168
H -5.332 -7.335 -2.724
H -4.699 -5.023 -2.128
H -2.017 2.047 -0.591
H -3.046 3.502 -2.283
H -4.062 2.523 -4.313
H -4.076 0.072 -4.627
H -3.014 -1.402 -2.943
O 1.790 1.143 0.453
C 1.786 1.896 -0.719
C 3.201 2.333 -1.068
C 4.020 3.100 -0.296
C 5.283 3.334 -0.898
C 5.393 2.745 -2.118
S 3.971 1.888 -2.541
C 1.194 1.018 -1.838
C 1.329 -0.348 -1.910
C 0.764 -0.896 -3.091
C 0.232 0.055 -3.900
S 0.383 1.624 -3.239
C 0.923 3.157 -0.543
C 0.109 3.481 0.512
C -0.530 4.744 0.348
C -0.191 5.348 -0.818
S 0.928 4.412 -1.722
H 3.733 3.495 0.670
H 6.066 3.924 -0.443
H 6.231 2.754 -2.797
H 1.894 -0.927 -1.193
H 0.783 -1.950 -3.329
H -0.259 -0.073 -4.852
H 0.036 2.914 1.435
H -1.193 5.182 1.080
H -0.516 6.304 -1.196
O -0.124 0.984 2.862
C 1.111 0.964 3.066
C 1.855 -0.305 3.375
C 2.505 -0.076 4.770
C 1.726 0.872 5.719
C 2.027 2.376 5.577
C 1.445 2.993 4.300
N 1.814 2.112 3.180
H 2.615 -0.507 2.614
H 1.155 -1.138 3.399
H 3.525 0.297 4.656
H 2.578 -1.050 5.252
H 1.979 0.590 6.740
H 0.648 0.702 5.615
H 3.112 2.521 5.577
H 1.634 2.912 6.443
H 1.834 3.993 4.118
H 0.358 3.049 4.353
H 2.813 1.956 3.137



81
Properties=species:S:1:pos:R:3 method="wB97M-V/def2-TZVPD" e_lumo_ev="-5.01 / -9.13" total_charge=+2 spin_multiplicity=2 de_lowest_kcal_mol=12.9 s2=0.7749 orbital_gap_ev="8.17 / 4.05"
In 1.377 -0.044 -0.050
C 4.209 -0.802 -1.355
N 3.724 -0.221 -0.100
C 4.229 -0.836 1.134
C 3.123 -1.032 2.125
N 1.899 -0.556 1.972
C 1.179 -0.964 3.093
C -0.146 -0.764 3.452
C -0.571 -1.309 4.645
C 0.300 -2.033 5.472
C 1.623 -2.230 5.131
C 2.037 -1.678 3.928
N 3.265 -1.688 3.279
C 3.066 -1.095 -2.279
N 1.818 -0.732 -2.044
C 1.068 -1.202 -3.120
C -0.298 -1.169 -3.363
C -0.748 -1.747 -4.532
C 0.134 -2.355 -5.438
C 1.492 -2.412 -5.196
C 1.932 -1.822 -4.020
N 3.193 -1.729 -3.448
H 4.759 -1.726 -1.165
H 4.894 -0.106 -1.854
H 3.898 0.781 -0.072
H 4.999 -0.199 1.589
H 4.679 -1.805 0.914
H -0.811 -0.184 2.828
H -1.593 -1.167 4.964
H -0.072 -2.437 6.401
H 2.295 -2.784 5.769
H 4.107 -2.147 3.597
H -0.979 -0.718 -2.655
H -1.804 -1.735 -4.765
H -0.261 -2.792 -6.343
H 2.168 -2.895 -5.884
H 4.052 -2.099 -3.827
C -2.434 1.306 -1.479
As -1.661 0.436 0.084
C -2.227 1.697 1.456
C -2.794 -1.263 0.404
C -4.158 -0.834 0.227
C -4.778 -0.919 -1.044
C -6.075 -0.506 -1.218
C -6.785 0.018 -0.135
C -6.195 0.114 1.128
C -4.898 -0.296 1.307
H -3.370 1.801 -1.224
H -2.605 0.603 -2.290
H -1.702 2.045 -1.803
H -3.146 2.205 1.165
H -1.426 2.431 1.547
H -2.369 1.210 2.418
H -2.503 -1.555 1.411
H -2.407 -1.963 -0.337
H -4.216 -1.344 -1.865
H -6.559 -0.592 -2.180
H -7.805 0.344 -0.274
H -6.771 0.500 1.955
H -4.431 -0.239 2.281
Br 0.444 8.739 -0.070
C 0.800 6.893 -0.054
C -0.229 5.997 -0.332
C 0.038 4.642 -0.320
C 1.322 4.178 -0.033
C 2.341 5.088 0.248
C 2.085 6.445 0.234
C 1.635 2.736 -0.009
O 2.739 2.288 0.272
O 0.669 1.902 -0.309
H -1.220 6.366 -0.556
H -0.752 3.939 -0.541
H 3.330 4.722 0.478
H 2.870 7.156 0.447
F 0.256 -1.962 0.050
Sb 1.008 -3.820 0.032
F -0.804 -4.296 0.006
F 1.002 -3.703 1.907
F 1.837 -5.482 0.055
F 2.683 -2.868 0.026
F 1.027 -3.724 -1.842



124
Properties=species:S:1:pos:R:3 method="wB97M-V/def2-TZVPD" e_lumo_ev=-1.14 orbital_gap_ev=7.73
C -1.820 -0.969 1.625
C -0.973 -2.244 1.573
C 0.530 -1.929 1.677
N 1.271 -2.050 0.399
C 1.007 -0.911 -0.421
C 0.036 -1.009 -1.428
C -0.267 0.080 -2.224
C 0.394 1.280 -1.989
C 1.358 1.379 -0.982
C 1.691 0.281 -0.198
C 2.032 2.683 -0.704
O 2.967 2.793 0.059
C 1.466 3.873 -1.401
C 0.556 3.766 -2.373
C 0.051 2.455 -2.825
O -0.595 2.357 -3.853
H -1.896 -0.562 2.635
H -2.845 -1.228 1.343
H -1.472 -0.174 0.962
H -1.182 -2.819 0.668
H -1.250 -2.858 2.432
H 0.649 -0.900 2.019
H 1.001 -2.592 2.404
H 0.937 -2.856 -0.119
H -0.463 -1.961 -1.569
H -1.027 0.011 -2.992
H 2.445 0.339 0.576
H 1.868 4.829 -1.080
H 0.184 4.674 -2.835
C -1.185 4.113 2.155
Br -0.629 5.957 2.187
Br -0.778 3.290 0.457
Br -0.433 3.129 3.621
H -2.260 4.101 2.274
C -3.890 7.324 -0.581
Br -4.741 7.647 1.113
Br -2.587 8.679 -0.994
Br -3.117 5.565 -0.653
H -4.657 7.373 -1.341
C -1.830 1.253 -6.782
Br -1.796 2.078 -8.520
Br -3.629 0.963 -6.165
Br -0.804 -0.372 -6.745
H -1.362 1.937 -6.086
C -5.587 -0.381 -1.202
Br -5.553 -1.813 0.078
Br -6.594 1.140 -0.602
Br -3.802 0.129 -1.712
H -6.078 -0.755 -2.089
C 4.676 7.155 -0.572
Br 4.868 8.045 -2.271
Br 2.826 6.950 -0.086
Br 5.609 5.479 -0.536
H 5.133 7.796 0.169
C -5.484 -5.782 -1.453
Br -7.281 -5.102 -1.374
Br -4.556 -5.062 -2.977
Br -4.523 -5.492 0.189
H -5.555 -6.852 -1.589
C -5.997 0.912 3.130
Br -6.081 -0.479 4.455
Br -6.938 2.494 3.689
Br -4.183 1.300 2.630
H -6.495 0.541 2.245
C -10.505 -7.225 -3.292
Br -8.717 -7.638 -3.863
Br -11.577 -6.566 -4.745
Br -11.334 -8.722 -2.415
H -10.431 -6.430 -2.563
C 3.024 2.364 6.314
Br 3.227 3.084 4.544
Br 1.175 2.257 6.848
Br 3.905 0.667 6.518
H 3.509 3.051 6.991
C 3.514 5.976 8.962
Br 3.742 6.617 7.163
Br 1.659 5.897 9.460
Br 4.383 4.274 9.211
H 3.996 6.683 9.622
C 6.983 10.758 -0.582
Br 6.815 9.545 0.906
Br 5.892 12.316 -0.325
Br 8.820 11.203 -0.929
H 6.607 10.244 -1.455
C 3.191 13.412 2.748
Br 1.818 13.718 4.059
Br 4.918 13.187 3.565
Br 2.757 11.934 1.597
H 3.243 14.295 2.129
C -0.978 -6.828 -2.739
Br -0.428 -5.028 -2.351
Br -0.968 -7.177 -4.630
Br 0.069 -8.120 -1.773
H -2.000 -6.921 -2.401
C -0.389 -10.361 -7.584
Br 1.041 -10.402 -6.302
Br -1.762 -11.637 -7.163
Br -1.099 -8.580 -7.766
H 0.023 -10.637 -8.544
C 3.350 -6.940 0.562
Br 4.870 -7.050 1.730
Br 1.971 -8.181 1.074
Br 2.684 -5.140 0.437
H 3.683 -7.225 -0.426
C 6.717 0.186 10.051
Br 7.825 0.949 8.678
Br 5.157 1.263 10.381
Br 6.238 -1.633 9.660
H 7.296 0.179 10.963
C -3.560 -5.877 -9.006
Br -4.309 -5.260 -7.345
Br -4.906 -6.625 -10.156
Br -2.554 -4.496 -9.887
H -2.869 -6.673 -8.770
C 1.906 -2.229 8.680
Br 3.041 -3.699 9.185
Br 1.259 -2.418 6.880
Br 0.465 -1.987 9.930
H 2.510 -1.332 8.712
C 4.685 -8.910 -7.197
Br 5.016 -8.436 -9.032
Br 6.321 -9.239 -6.240
Br 3.596 -7.597 -6.312
H 4.126 -9.835 -7.203



74
Properties=species:S:1:pos:R:3 method="wB97M-V/def2-TZVPD" e_lumo_ev="-4.95 / -8.04" total_charge=+2 spin_multiplicity=6 de_lowest_kcal_mol=25.2 s2=8.8084 orbital_gap_ev="6.82 / 4.42"
Ru -0.814 0.149 0.273
O -0.844 -0.747 2.044
C 0.089 -0.888 2.918
C -0.216 -1.478 4.168
C 0.758 -1.711 5.105
C 2.094 -1.383 4.841
C 2.432 -0.795 3.648
C 1.459 -0.499 2.669
C 1.865 0.193 1.504
N 1.107 0.549 0.492
N 1.698 1.220 -0.487
C 0.865 1.607 -1.442
O -0.336 1.168 -1.466
C 1.365 2.581 -2.407
C 0.446 3.378 -3.095
C 0.896 4.374 -3.937
C 2.259 4.568 -4.122
C 3.177 3.777 -3.443
C 2.738 2.793 -2.581
H -1.248 -1.722 4.363
H 0.501 -2.172 6.046
H 2.852 -1.584 5.580
H 3.462 -0.538 3.438
H 2.906 0.503 1.442
H -0.608 3.213 -2.935
H 0.185 5.002 -4.450
H 2.607 5.336 -4.796
H 4.235 3.935 -3.585
H 3.444 2.176 -2.047
Br -0.908 7.661 -0.180
C -1.344 5.850 0.126
C -2.614 5.376 -0.223
C -2.943 4.070 0.021
C -2.006 3.184 0.629
C -0.713 3.684 0.939
C -0.395 4.994 0.701
N -2.287 1.903 0.870
C -3.533 1.397 0.916
C -3.794 0.114 0.446
C -5.088 -0.472 0.535
C -5.306 -1.722 0.030
C -4.238 -2.400 -0.583
C -3.008 -1.782 -0.643
N -2.756 -0.575 -0.146
H -3.329 6.037 -0.690
H -3.910 3.686 -0.271
H 0.003 3.010 1.397
H 0.579 5.378 0.957
H -4.336 1.988 1.345
H -5.875 0.102 1.000
H -6.278 -2.186 0.092
H -4.374 -3.376 -1.015
H -2.177 -2.273 -1.140
C 1.240 -4.004 -2.103
C 0.881 -2.563 -1.662
N 1.256 -2.356 -0.276
C 2.675 -2.641 -0.135
C 2.928 -4.152 -0.341
N 1.681 -4.747 -0.894
C 0.607 -4.699 0.128
C 0.494 -3.233 0.598
H 2.055 -4.012 -2.829
H 0.375 -4.516 -2.529
H -0.186 -2.364 -1.769
H 1.403 -1.836 -2.284
H 3.003 -2.318 0.853
H 3.219 -2.054 -0.875
H 3.153 -4.655 0.602
H 3.749 -4.335 -1.037
H 1.861 -5.723 -1.146
H 0.850 -5.367 0.955
H -0.323 -5.047 -0.326
H 0.888 -3.119 1.608
H -0.551 -2.913 0.610